{"formula": "C43H114CdN7O18", "method": "ωB97M-V/def2-TZVPD", "symbols": ["Cd", "C", "O", "H", "H", "H", "C", "O", "C", "C", "N", "C", "C", "O", "C", "H", "H", "H", "H", "H", "H", "H", "H", "H", "H", "H", "H", "H", "H", "H", "C", "O", "C", "C", "N", "C", "C", "O", "C", "H", "H", "H", "H", "H", "H", "H", "H", "H", "H", "H", "H", "H", "H", "H", "C", "O", "C", "C", "N", "C", "C", "O", "C", "H", "H", "H", "H", "H", "H", "H", "H", "H", "H", "H", "H", "H", "H", "H", "C", "O", "C", "C", "N", "C", "C", "O", "C", "H", "H", "H", "H", "H", "H", "H", "H", "H", "H", "H", "H", "H", "H", "H", "C", "O", "C", "C", "N", "C", "C", "O", "C", "H", "H", "H", "H", "H", "H", "H", "H", "H", "H", "H", "H", "H", "H", "H", "C", "O", "C", "C", "N", "C", "C", "O", "C", "H", "H", "H", "H", "H", "H", "H", "H", "H", "H", "H", "H", "H", "H", "H", "C", "O", "C", "C", "N", "C", "C", "O", "C", "H", "H", "H", "H", "H", "H", "H", "H", "H", "H", "H", "H", "H", "H", "H", "O", "H", "H", "O", "H", "H", "O", "H", "H"], "positions_angstrom": [[-3.637645, 0.460396, -3.518531], [-1.379898, 0.164324, -0.846174], [-2.378873, 0.389740, -1.811531], [-1.068151, -0.887122, -0.807596], [-0.494394, 0.757651, -1.110685], [-1.698640, 0.527667, 0.140638], [1.080218, 1.785917, -3.592138], [0.974795, 0.508224, -4.240176], [2.029594, 0.255443, -5.159368], [3.353360, -0.106318, -4.482102], [4.511973, -0.249712, -5.331737], [4.332791, -0.924201, -6.626082], [5.663326, -1.321091, -7.209616], [6.168932, -2.440444, -6.531863], [7.377262, -2.904664, -7.052453], [1.365140, 2.621636, -4.233293], [1.788165, 1.651895, -2.771626], [0.097864, 1.955675, -3.149671], [2.127804, 1.057995, -5.893222], [1.715618, -0.668390, -5.651130], [3.241058, -1.017767, -3.877376], [3.590571, 0.718452, -3.799663], [5.325395, -0.623816, -4.866502], [3.839289, -0.167503, -7.245224], [3.631158, -1.764106, -6.520405], [6.357027, -0.471015, -7.188827], [5.547098, -1.524686, -8.282416], [7.710039, -3.787143, -6.507897], [8.186852, -2.166337, -6.999772], [7.298476, -3.213734, -8.103388], [2.457198, -0.822079, -0.577379], [3.455319, -0.112453, 0.113455], [3.897091, -0.875585, 1.225320], [4.506958, 0.092131, 2.241918], [4.817258, -0.707321, 3.428996], [5.349200, 0.138847, 4.480404], [5.895345, -0.653113, 5.649784], [7.108649, -1.296538, 5.295109], [7.694470, -2.023647, 6.325063], [2.132901, -0.290395, -1.474169], [1.568719, -1.068972, 0.010546], [2.801845, -1.776090, -0.995255], [4.649670, -1.621999, 0.936482], [3.087855, -1.455795, 1.673245], [3.722920, 0.831155, 2.420345], [5.413764, 0.608918, 1.911333], [5.488654, -1.429308, 3.193992], [4.601468, 0.891932, 4.731654], [6.237013, 0.690540, 4.120590], [5.185562, -1.460596, 5.876784], [6.101194, -0.009470, 6.510131], [7.178740, -2.952045, 6.611644], [7.832202, -1.457288, 7.254048], [8.668118, -2.355024, 5.960680], [5.945664, 8.298095, -4.076516], [4.552591, 8.101005, -4.071928], [4.049492, 7.315873, -5.148222], [2.544951, 7.181710, -5.038489], [2.174466, 6.028450, -4.177497], [2.654649, 6.208154, -2.804989], [2.068038, 5.167356, -1.887148], [0.663630, 5.381543, -1.715290], [0.106116, 4.315020, -0.996360], [6.506308, 7.358712, -4.138189], [6.164241, 8.763977, -3.118119], [6.263806, 8.943110, -4.901411], [4.582950, 6.361673, -5.225907], [4.340673, 7.867607, -6.053841], [2.203449, 6.963647, -6.050496], [2.128001, 8.113301, -4.648679], [1.159046, 6.012525, -4.168524], [2.359652, 7.152925, -2.334629], [3.729165, 6.047931, -2.798953], [2.505040, 5.325243, -0.890570], [2.277566, 4.131363, -2.174932], [-0.956444, 4.458210, -0.794130], [0.632637, 4.229530, -0.038033], [0.160057, 3.338671, -1.492668], [-0.769966, -1.948192, 8.639144], [0.171965, -1.041815, 8.092446], [1.297287, -1.578859, 7.446825], [2.227455, -0.394938, 7.237267], [1.581056, 0.700119, 6.457116], [1.333646, 0.234349, 5.077413], [0.662530, 1.285199, 4.211844], [-0.574249, 1.753789, 4.737231], [-1.386036, 2.419312, 3.808394], [-0.473750, -2.285711, 9.632847], [-0.947753, -2.697105, 7.862182], [-1.701254, -1.392052, 8.754278], [1.075307, -2.200318, 6.573135], [1.822399, -2.271568, 8.123782], [3.161564, -0.668881, 6.740790], [2.539691, 0.039487, 8.186949], [0.635737, 0.737298, 6.832608], [0.589225, -0.573764, 5.187155], [2.212585, -0.228775, 4.623814], [0.427378, 0.808558, 3.250764], [1.301327, 2.166258, 4.092429], [-2.400509, 2.610059, 4.154413], [-1.469786, 1.801542, 2.905214], [-0.984810, 3.405520, 3.550099], [0.629453, -8.720043, 1.739116], [0.001692, -7.475976, 1.509581], [-1.311371, -7.591467, 1.037223], [-1.992428, -6.226254, 1.027968], [-1.278485, -5.298643, 0.159613], [-1.837065, -3.944851, 0.225588], [-1.496797, -3.167942, 1.484149], [-0.092858, -2.964640, 1.595188], [0.128369, -2.191140, 2.755946], [0.040369, -9.213926, 2.523459], [1.645352, -8.571679, 2.088691], [0.615763, -9.386612, 0.871739], [-1.897076, -8.241667, 1.704268], [-1.346144, -8.062965, 0.048248], [-2.047515, -5.893262, 2.071685], [-3.011021, -6.412552, 0.682079], [-0.318145, -5.250036, 0.488557], [-2.919426, -3.964767, 0.102241], [-1.398300, -3.419493, -0.632537], [-1.915532, -3.662221, 2.365962], [-2.003320, -2.197720, 1.404921], [-0.069077, -2.784837, 3.658350], [-0.439469, -1.260305, 2.841693], [1.189338, -1.949084, 2.846705], [-3.337744, 3.614729, -3.063206], [-3.946776, 2.505424, -3.724359], [-4.769435, 2.922221, -4.849613], [-5.484745, 1.701914, -5.400113], [-4.609366, 0.503043, -5.575527], [-5.350637, -0.797460, -5.557990], [-4.350712, -1.915208, -5.263918], [-3.556616, -1.576993, -4.131106], [-2.695616, -2.669730, -3.715568], [-2.818102, 3.250168, -2.179256], [-4.090045, 4.313179, -2.694316], [-2.608804, 4.116552, -3.701242], [-4.078599, 3.308753, -5.604925], [-5.413918, 3.720306, -4.488497], [-6.062144, 1.853523, -6.319420], [-6.322170, 1.384020, -4.765201], [-4.218700, 0.601542, -6.507165], [-5.792738, -0.958056, -6.541941], [-6.103562, -0.734297, -4.771969], [-3.663104, -2.062471, -6.104785], [-4.879733, -2.862865, -5.130073], [-2.102730, -2.374455, -2.854047], [-2.039125, -2.905079, -4.551355], [-3.367111, -3.464676, -3.395109], [-9.273547, -0.079053, 4.050294], [-8.101445, 0.387949, 3.399583], [-7.604657, -0.551760, 2.436562], [-6.172312, -0.192149, 2.129713], [-5.219822, -0.697671, 3.092299], [-3.858698, -0.166909, 3.032180], [-3.150847, -0.671383, 4.270463], [-3.849030, -0.239485, 5.402695], [-3.206766, -0.554626, 6.604072], [-9.961995, -0.457259, 3.282202], [-9.682099, 0.775245, 4.580846], [-9.077259, -0.933727, 4.706048], [-8.222713, -0.382406, 1.550311], [-7.649228, -1.577032, 2.812300], [-6.113148, 0.874053, 1.875178], [-5.991234, -0.691038, 1.165854], [-5.578833, -0.517376, 4.023380], [-3.867505, 0.930076, 2.987579], [-3.336789, -0.470435, 2.121319], [-2.099778, -0.343128, 4.295613], [-3.017848, -1.761759, 4.188002], [-2.168373, -0.210094, 6.662750], [-3.269952, -1.640248, 6.763962], [-3.727760, -0.107657, 7.452258], [-4.268040, 2.000494, -0.121556], [-3.404827, 1.569497, -0.197196], [-4.860618, 1.424091, -0.611141], [-4.046137, -1.772097, -0.551360], [-3.220368, -1.298553, -0.744895], [-4.706473, -1.317437, -1.078012], [-1.770739, 0.540878, -4.708850], [-1.403826, 0.991915, -5.477903], [-0.986544, 0.269240, -4.191731]], "forces_ev_per_angstrom": [[1.5072, -0.5183, 1.9392], [-0.1049, 0.5868, -0.8592], [-0.4661, -0.1144, -0.0559], [-0.0024, -0.0326, 0.2960], [0.1742, -0.1411, 0.1545], [0.0690, -0.3443, 0.2010], [-0.1048, -0.9677, 0.7678], [0.1373, 0.8352, -0.2893], [0.2565, -1.5334, -0.3001], [0.5504, 0.4173, 1.1035], [0.3236, 0.3506, -1.2406], [-0.5807, 0.8063, 0.9808], [-0.2059, 0.1639, -0.7765], [-0.2359, 0.0117, 0.3962], [0.8025, -0.3258, -0.4867], [0.0586, -0.1638, -0.2285], [0.0889, 0.5143, 0.0188], [0.0214, 0.2109, -0.0511], [0.0620, 0.1432, 0.0746], [-0.1978, 0.2769, -0.4424], [-0.5753, 0.0928, 0.0626], [-0.0188, -0.1912, 0.2144], [-0.2459, -0.0600, 0.3816], [0.1490, -0.3312, -0.4806], [0.3285, -0.3082, -0.2899], [0.0668, 0.0311, 0.3775], [-0.1251, -0.3023, -0.0011], [-0.2447, 0.0817, 0.2363], [-0.1464, 0.1577, 0.0973], [-0.2256, 0.1345, -0.0181], [-0.2417, -0.4578, -1.0426], [-0.5257, -0.5815, -0.0252], [0.9652, 0.5888, -0.0439], [-0.3518, -1.2621, 0.0554], [-0.5938, 0.4211, 0.2787], [1.3384, 0.0471, -0.3234], [-0.4123, -0.6559, 0.1788], [-0.1773, 0.4646, -0.7750], [0.6172, -0.7437, 0.4538], [0.0747, 0.5034, 0.2350], [0.0426, 0.2351, 0.3603], [0.3697, -0.1363, 0.2939], [0.0135, 0.0447, -0.3013], [-0.2121, 0.3001, 0.1541], [0.1620, 0.1083, 0.4768], [-0.1569, 0.0614, -0.5203], [0.0899, 0.0780, -0.0139], [-0.0657, -0.1956, 0.4390], [-0.1556, 0.2398, -0.1132], [-0.1839, 0.2648, 0.4680], [-0.3459, 0.0235, 0.1026], [-0.4460, 0.1869, -0.2379], [-0.0085, 0.2570, -0.1557], [0.0468, 0.2059, 0.0730], [-0.1360, -0.0819, 0.1276], [-0.3838, -0.4466, 0.2617], [0.9331, 1.1861, -0.2346], [0.6291, -1.0925, 0.2762], [-0.0441, 0.7451, -0.2660], [-0.7885, -0.9061, 0.0248], [-0.1141, 0.2106, 0.9393], [-0.1515, -0.4207, -0.8798], [-0.0913, -0.2512, 0.6844], [-0.0848, -0.0935, -0.0279], [0.2127, 0.1302, -0.1094], [-0.0077, 0.0638, -0.0169], [-0.2777, -0.2486, 0.2782], [-0.3741, -0.1148, -0.2492], [-0.3620, 0.1593, 0.0624], [0.0015, 0.1767, -0.2197], [0.0235, -0.1354, 0.2261], [0.3999, 0.3517, -0.3475], [0.1140, 0.4189, 0.1073], [0.2491, -0.1917, -0.0771], [-0.0758, 0.0527, -0.2886], [0.0722, 0.5213, -0.0474], [-0.1620, -0.1859, 0.0976], [0.3523, 0.1086, -0.2371], [-0.0175, 0.6720, -0.8672], [-0.4252, 0.4715, 0.0157], [0.9916, -0.5245, 1.3928], [-0.1296, 0.9113, -0.8886], [0.4188, -0.7055, -0.3832], [-1.4626, -0.2627, 1.0584], [-0.0283, 0.4229, -0.3986], [-0.2551, -0.6073, 1.0980], [0.3074, 0.1253, -0.6407], [0.1808, -0.5214, -0.2127], [-0.0734, -0.6074, 0.5929], [0.0422, 0.0263, 0.0675], [-0.3123, 0.4015, -0.2932], [-0.0551, -0.0342, 0.0800], [-0.1540, -0.2258, -0.1591], [-0.2927, -0.2142, 0.2059], [0.1630, 0.5692, 0.3060], [0.0649, -0.1730, -0.5547], [0.1728, 0.4634, -0.1502], [0.3732, 0.1967, -0.2352], [0.2468, -0.1272, -0.2961], [0.1230, -0.3853, 0.5975], [-0.0238, 0.1598, -0.2065], [0.2376, -0.0492, -0.1670], [-0.9445, -0.2242, 0.4803], [0.6351, 0.3998, -0.3040], [-0.5892, -0.1232, 0.2079], [0.6727, -0.7295, 0.0598], [-0.5495, 0.0686, 0.3202], [0.8809, -0.2389, -0.2433], [-0.4189, 0.1492, -0.5934], [-0.7270, 0.4578, 0.2550], [1.0164, -0.4640, 0.8404], [0.3048, -0.2755, 0.0739], [0.0309, 0.2010, -0.0739], [0.0879, 0.2048, -0.2163], [0.0426, -0.0501, 0.0663], [0.1575, 0.1441, -0.1527], [-0.0660, 0.0988, 0.0471], [-0.0533, 0.3103, -0.1597], [0.0239, -0.1005, -0.1196], [0.0034, -0.0606, -0.0233], [-0.1991, 0.2430, 0.0652], [0.2210, -0.0862, 0.1755], [0.0176, 0.1073, 0.1183], [-0.3174, -0.0103, -0.0296], [-0.2288, -0.0536, -0.4476], [0.0023, 0.0586, -0.3776], [0.4113, 0.2527, 0.8200], [-1.1252, 1.7381, -0.6546], [1.1001, -0.4675, 0.0196], [-1.5491, -1.0691, -0.0779], [-1.1853, 0.5804, -0.3327], [0.9649, 0.4719, -0.1243], [0.1860, -0.0586, -0.4425], [-0.5064, -1.3899, -0.0374], [-0.5030, 0.3196, 0.1415], [-0.0432, -0.3149, -0.1309], [-0.1103, 0.0065, -0.2564], [-0.1642, -0.0353, -0.2226], [-0.1088, 0.2234, -0.0118], [-0.3466, -0.1080, -0.2854], [0.5016, 0.7567, -0.1535], [0.3915, 0.1681, 0.5737], [0.6073, -0.1463, 0.2680], [-0.3805, -0.2718, 0.2132], [-0.1398, -0.1246, -0.1101], [-0.1069, 0.1071, -0.1158], [-0.0082, 0.0492, 0.2537], [-0.1055, 0.3718, -0.0584], [-0.0704, -0.3320, 0.0253], [0.3405, -0.3681, -0.2084], [0.2873, -0.1422, -0.8390], [0.2414, -0.6221, 0.4524], [0.0165, 1.2703, 0.6891], [0.0872, -0.5150, -1.3622], [-0.2731, 0.0391, 0.0409], [-0.7432, 0.2243, 0.1931], [1.2478, -0.1166, -0.7004], [-0.1282, 0.3989, -0.0790], [-0.0561, -0.6057, 0.6629], [-0.3142, 0.2643, 0.1668], [-0.1897, -0.1778, 0.1335], [0.1560, 0.2004, 0.2345], [0.0236, -0.5570, -0.2334], [-0.2097, -0.0680, -0.0672], [0.1006, 0.2142, 0.4791], [0.3126, -0.0635, 0.0105], [0.0922, 0.0600, 0.0414], [0.0621, 0.1131, 0.2490], [-0.0749, -0.3879, 0.0091], [-0.1448, 0.5178, 0.0807], [-0.6519, -0.1546, 0.3428], [0.0399, -0.0747, -0.3250], [0.3511, -0.0006, 0.0049], [-0.2316, 0.2125, -0.2915], [0.0638, 0.2376, -0.0128], [-0.1585, -0.0848, -0.2362], [0.0008, -0.0951, 0.1671], [0.2220, -0.1801, -0.0370], [-0.2790, 0.1452, -0.1023], [-0.0846, 0.0659, 0.0641], [1.1038, -0.0176, -0.5082], [0.0101, -0.0282, 0.0967], [0.0823, 0.1250, -0.2305]], "lowdin_charge": [1.450, -0.244, -0.502, 0.065, 0.058, 0.065, -0.090, -0.236, -0.209, -0.213, -0.070, -0.206, -0.245, -0.176, -0.124, 0.101, 0.077, 0.062, 0.130, 0.119, 0.123, 0.115, 0.112, 0.115, 0.121, 0.130, 0.124, 0.089, 0.091, 0.090, -0.121, -0.166, -0.223, -0.196, -0.070, -0.222, -0.229, -0.192, -0.136, 0.062, 0.076, 0.094, 0.129, 0.101, 0.117, 0.124, 0.114, 0.118, 0.123, 0.115, 0.128, 0.088, 0.089, 0.089, -0.112, -0.220, -0.234, -0.190, -0.057, -0.209, -0.222, -0.181, -0.123, 0.087, 0.090, 0.088, 0.126, 0.120, 0.114, 0.123, 0.095, 0.132, 0.122, 0.129, 0.112, 0.084, 0.095, 0.056, -0.085, -0.211, -0.238, -0.179, -0.034, -0.211, -0.212, -0.196, -0.118, 0.093, 0.093, 0.073, 0.114, 0.125, 0.095, 0.119, 0.089, 0.099, 0.108, 0.100, 0.127, 0.091, 0.072, 0.089, -0.103, -0.193, -0.251, -0.214, -0.045, -0.211, -0.229, -0.164, -0.119, 0.088, 0.087, 0.088, 0.121, 0.124, 0.115, 0.121, 0.103, 0.108, 0.099, 0.120, 0.096, 0.097, 0.068, 0.074, -0.060, -0.347, -0.151, -0.182, -0.132, -0.159, -0.199, -0.351, -0.022, 0.073, 0.107, 0.105, 0.135, 0.137, 0.135, 0.121, 0.132, 0.134, 0.123, 0.136, 0.138, 0.078, 0.105, 0.106, -0.111, -0.203, -0.222, -0.235, -0.034, -0.197, -0.246, -0.167, -0.111, 0.083, 0.087, 0.086, 0.120, 0.127, 0.116, 0.099, 0.108, 0.109, 0.093, 0.098, 0.124, 0.081, 0.092, 0.095, -0.055, -0.006, 0.015, -0.056, -0.012, 0.015, -0.117, 0.077, 0.042], "orbital_gap_ev": 6.86, "charge": 1}